1.
{
  "formula": "C3H7NO2S2",
  "method": "ωB97M-V with the def2-TZVPD basis set",
  "symbols": ["C", "C", "C", "N", "O", "O", "S", "S", "H", "H", "H", "H", "H", "H", "H"],
  "positions_angstrom": [[-1.19694, 0.44357, 0.45542], [-0.75653, 1.22439, -0.71593], [0.41218, -1.36896, -0.07266], [-0.53960, -0.86504, 0.83692], [0.47624, 1.87916, -0.48965], [3.08808, -1.33360, 0.14556], [1.59121, 1.30543, 0.58507], [2.10769, -0.51098, -0.56952], [-1.08961, 0.98664, 1.38155], [-2.18796, 0.37223, 0.10441], [-0.68109, 0.66032, -1.65797], [-1.55061, 1.95490, -0.78895], [0.65337, -2.38451, 0.10493], [-0.06839, -1.34124, -1.14631], [-0.25804, -1.02231, 1.82713]],
  "lowdin_charge": [-0.225, -0.293, -0.392, -0.103, -0.584, -0.596, 0.721, 0.699, 0.112, 0.099, 0.127, 0.126, 0.070, 0.104, 0.135],
  "charge": 0,
  "homo_ev": -8.61,
  "relative_energy_kj_mol": 348.0,
  "lumo_energy_ha": 0.00658,
  "energy_ev": -30476.962
}

2.
{
  "formula": "C14H22ClNO7PPdSSe",
  "method": "ωB97M-V with the def2-TZVPD basis set",
  "symbols": ["Pd", "Se", "C", "N", "C", "C", "C", "C", "C", "C", "C", "S", "O", "O", "O", "H", "H", "H", "H", "H", "H", "H", "O", "Cl", "O", "O", "O", "C", "C", "P", "C", "C", "C", "C", "H", "H", "H", "H", "H", "H", "H", "H", "H", "H", "H", "H", "H", "H", "H"],
  "positions_angstrom": [[-1.47245, 0.11413, -0.69380], [-2.87009, -1.31077, 0.66905], [-2.62189, -1.21859, 2.49566], [-2.52287, -1.24060, 3.64774], [4.13164, -4.49046, -0.22539], [3.10688, -3.59123, -0.85755], [2.15982, -2.93520, -0.07243], [1.19204, -2.13183, -0.64562], [1.16389, -1.96464, -2.02323], [2.08911, -2.61393, -2.82222], [3.05532, -3.41835, -2.23503], [-0.06591, -0.93341, -2.78001], [0.15268, -1.01520, -4.19167], [-1.37555, -1.39667, -2.27798], [0.09186, 0.43100, -2.19274], [4.44457, -4.11039, 0.74700], [5.01565, -4.58502, -0.85583], [3.72721, -5.49233, -0.06784], [2.17644, -3.06401, 1.00331], [0.44442, -1.64683, -0.02627], [2.05198, -2.47893, -3.89313], [3.78217, -3.91935, -2.86333], [-2.96029, 2.07615, -2.25079], [-4.28962, 1.53975, -1.98141], [-5.25492, 2.22163, -2.79013], [-4.59435, 1.72241, -0.58192], [-4.26738, 0.13380, -2.28063], [-1.55510, 4.33395, 1.32446], [-1.98187, 3.09982, 0.53322], [-0.94098, 1.62486, 0.72392], [-0.96688, 1.26693, 2.51075], [-0.15197, 0.06355, 2.97093], [0.75572, 2.22685, 0.36558], [1.92592, 1.25223, 0.30118], [-2.25036, 5.14939, 1.12154], [-0.56080, 4.68490, 1.04683], [-1.56517, 4.16526, 2.40181], [-2.02884, 3.30023, -0.53898], [-2.99384, 2.78063, 0.78932], [-2.01365, 1.14248, 2.78015], [-0.61113, 2.17089, 3.01328], [-0.32972, -0.81188, 2.34096], [-0.44080, -0.21080, 3.98476], [0.91287, 0.28553, 2.96160], [0.93165, 2.96875, 1.15257], [0.67124, 2.77306, -0.57789], [2.07037, 0.71647, 1.23582], [2.84235, 1.80919, 0.09925], [1.79064, 0.52658, -0.49486]],
  "lowdin_charge": [0.507, 0.700, -0.820, 0.049, -0.057, -0.276, -0.032, -0.068, -0.266, -0.046, -0.041, 0.499, -0.275, -0.407, -0.403, 0.075, 0.072, 0.082, 0.115, 0.077, 0.109, 0.109, -0.413, 0.618, -0.351, -0.398, -0.385, -0.138, -0.370, 0.828, -0.384, -0.183, -0.358, -0.131, 0.073, 0.059, 0.061, 0.070, 0.073, 0.066, 0.080, 0.033, 0.058, 0.054, 0.077, 0.092, 0.052, 0.075, 0.038],
  "charge": -1,
  "homo_ev": -5.78,
  "relative_energy_kj_mol": 26.5,
  "lumo_energy_ha": 0.06325,
  "energy_ev": -132166.334
}

3.
{
  "formula": "C19H19ClN4O2S",
  "method": "ωB97M-V with the def2-TZVPD basis set",
  "symbols": ["C", "C", "O", "C", "O", "C", "S", "C", "N", "N", "C", "C", "N", "C", "C", "C", "C", "C", "C", "Cl", "N", "C", "C", "C", "C", "C", "C", "H", "H", "H", "H", "H", "H", "H", "H", "H", "H", "H", "H", "H", "H", "H", "H", "H", "H", "H"],
  "positions_angstrom": [[-0.38286, -1.18366, -1.91808], [-0.11444, -2.66581, -1.73077], [0.42973, -2.86134, -0.42265], [0.17884, -4.00843, 0.19290], [-0.42029, -4.93327, -0.28493], [0.72567, -4.03130, 1.60857], [1.75657, -2.59338, 1.99860], [0.49780, -1.39758, 1.95872], [-0.77321, -1.62573, 2.14450], [-1.41506, -0.46055, 1.99479], [-0.54661, 0.46655, 1.71024], [-0.86960, 1.91017, 1.50878], [-0.86951, 2.27555, 0.10941], [-1.89586, 1.95901, -0.74982], [-2.89506, 1.03274, -0.44156], [-3.87006, 0.71345, -1.36802], [-3.88125, 1.30178, -2.62063], [-2.90007, 2.22274, -2.94913], [-1.92714, 2.53935, -2.02463], [-0.69768, 3.69920, -2.45517], [0.71583, -0.07576, 1.67329], [1.95342, 0.53815, 1.40862], [2.11436, 1.31862, 0.27065], [3.33889, 1.91051, 0.01986], [4.39927, 1.71929, 0.89014], [4.23644, 0.93014, 2.01662], [3.01531, 0.33805, 2.28245], [-0.80489, -1.00704, -2.90287], [-1.08907, -0.83112, -1.17017], [0.54307, -0.62190, -1.82269], [-1.03142, -3.25679, -1.81962], [0.61458, -3.03323, -2.46123], [1.33601, -4.92159, 1.75630], [-0.11469, -4.04364, 2.30463], [-0.11070, 2.51311, 2.01437], [-1.84521, 2.09392, 1.97766], [-0.38857, 3.13138, -0.12747], [-2.89748, 0.55320, 0.52406], [-4.62956, -0.00603, -1.10291], [-4.64392, 1.05060, -3.34045], [-2.88939, 2.69546, -3.91916], [1.28817, 1.44796, -0.41117], [3.46452, 2.51719, -0.86422], [5.35369, 2.18100, 0.68786], [5.06191, 0.77434, 2.69405], [2.87954, -0.27531, 3.16027]],
  "lowdin_charge": [-0.044, -0.192, -0.065, -0.561, 0.116, -0.336, 1.010, -0.608, 0.044, 0.071, -0.283, -0.104, -0.008, -0.298, -0.039, -0.083, -0.100, -0.118, -0.587, 0.688, 0.059, -0.215, -0.010, -0.065, -0.080, -0.068, -0.039, 0.085, 0.063, 0.074, 0.126, 0.131, 0.093, 0.089, 0.134, 0.132, 0.077, 0.085, 0.107, 0.100, 0.103, 0.097, 0.108, 0.104, 0.108, 0.103],
  "charge": 0,
  "homo_ev": -8.22,
  "relative_energy_kj_mol": 42.5,
  "lumo_energy_ha": 0.01803,
  "smiles": "CCOC(=O)CSc1nnc(CNc2ccccc2Cl)n1-c1ccccc1",
  "energy_ev": -53424.931
}

4.
{
  "formula": "C2H3N4O",
  "method": "ωB97M-V with the def2-TZVPD basis set",
  "symbols": ["O", "N", "N", "C", "C", "N", "N", "H", "H", "H"],
  "positions_angstrom": [[-3.43759, -0.27015, 0.34642], [-2.24359, -0.57446, -0.08181], [-1.14277, 0.45883, -0.22465], [0.21210, 0.22617, 0.17099], [0.67918, 1.46846, 0.31015], [-0.23249, 2.40119, 0.00353], [-1.35056, 1.78765, -0.28246], [-2.34984, -1.10273, -0.97561], [0.59658, -0.78907, 0.38529], [1.77407, 1.57860, 0.40507]],
  "lowdin_charge": [-0.381, -0.277, -0.125, -0.107, -0.286, -0.067, -0.010, 0.078, 0.096, 0.080],
  "charge": -1,
  "homo_ev": [-1.73, -1.73],
  "relative_energy_kj_mol": 384.6,
  "lumo_energy_ha": [0.15353, 0.15353],
  "smiles": "[O-]Nn1ccnn1",
  "energy_ev": -10126.615
}

5.
{
  "formula": "C24H52N4O22S",
  "method": "ωB97M-V with the def2-TZVPD basis set",
  "symbols": ["C", "N", "O", "O", "H", "H", "H", "C", "N", "O", "O", "H", "H", "H", "C", "N", "O", "O", "H", "H", "H", "C", "N", "O", "O", "H", "H", "H", "O", "S", "O", "C", "C", "C", "C", "H", "H", "H", "H", "H", "H", "H", "H", "C", "C", "O", "C", "O", "O", "C", "H", "H", "H", "H", "H", "H", "H", "H", "C", "C", "O", "C", "O", "O", "C", "H", "H", "H", "H", "H", "H", "H", "H", "C", "C", "O", "C", "O", "O", "C", "H", "H", "H", "H", "H", "H", "H", "H", "C", "C", "O", "C", "O", "O", "C", "H", "H", "H", "H", "H", "H", "H", "H"],
  "positions_angstrom": [[-4.25880, -0.26010, 1.86404], [-2.81484, -0.73828, 1.81360], [-2.01746, 0.00154, 1.32149], [-2.56551, -1.77787, 2.40668], [-4.34084, 0.57099, 1.17594], [-4.39551, 0.05568, 2.90799], [-4.92360, -1.08485, 1.61364], [5.95019, -1.01932, 1.84325], [4.53708, -1.35968, 1.41458], [3.85041, -0.41275, 1.10534], [4.11474, -2.49089, 1.38741], [5.94098, -1.16774, 2.91334], [6.11778, 0.03409, 1.59590], [6.65800, -1.61030, 1.24563], [0.77701, 2.87513, -2.20873], [1.72331, 2.68641, -3.33536], [2.75701, 3.31343, -3.34123], [1.39446, 1.94882, -4.25271], [1.41275, 3.03607, -1.33940], [0.27343, 1.90287, -2.02904], [0.15804, 3.70049, -2.55914], [1.04206, -1.28298, 0.60382], [0.84564, -0.05033, -0.23838], [0.12168, -0.10764, -1.21284], [1.39553, 0.97922, 0.12712], [1.54352, -0.95119, 1.51191], [1.54732, -2.03744, 0.00431], [0.01850, -1.62070, 0.80961], [3.53481, -3.44797, -4.69305], [3.95430, -2.08424, -4.48784], [4.45322, -1.42062, -5.64478], [2.67294, -1.07777, -3.74278], [3.40748, -0.17425, -2.76706], [4.30454, -1.10697, -2.01647], [5.10000, -1.85346, -3.09269], [2.03176, -1.76656, -3.15929], [2.05449, -0.57570, -4.47690], [3.99724, 0.59270, -3.21788], [2.70336, 0.28730, -2.05935], [3.75874, -1.90265, -1.45380], [5.00783, -0.63680, -1.31303], [5.52989, -2.82734, -2.82882], [5.90681, -1.26857, -3.59469], [-6.88502, 4.56466, -0.57063], [-5.66894, 5.39727, -0.84287], [-4.58996, 4.54753, -1.28306], [-3.74694, 4.19055, -0.36097], [-3.74330, 4.53542, 0.81426], [-2.93512, 3.33533, -0.91815], [-1.82926, 2.95987, -0.02667], [-6.76325, 3.85588, 0.25570], [-7.21236, 4.13654, -1.48353], [-7.62393, 5.31774, -0.25820], [-5.36064, 6.02347, 0.00772], [-5.78205, 6.05350, -1.72054], [-2.04230, 2.74838, 1.02006], [-1.14762, 3.82428, 0.01917], [-1.29772, 2.15084, -0.45890], [-0.61516, 5.49265, 6.76038], [-0.77142, 4.54495, 5.58951], [0.44017, 3.72268, 5.51960], [0.49710, 2.78843, 4.57876], [-0.44081, 2.52877, 3.83807], [1.71741, 2.19115, 4.57850], [1.85921, 1.16489, 3.62264], [-0.57871, 4.94964, 7.71144], [-1.50552, 6.11215, 6.67465], [0.23489, 6.11902, 6.48728], [-0.92531, 5.02704, 4.61274], [-1.65532, 3.91681, 5.59683], [1.18908, 0.35335, 3.78432], [2.92925, 0.87615, 3.73668], [1.68394, 1.57548, 2.63148], [-2.31409, 0.97256, -2.95883], [-3.10314, 0.16418, -1.97552], [-3.64396, -1.05406, -2.65777], [-3.79588, -2.20011, -2.00508], [-3.54907, -2.42467, -0.83472], [-4.11647, -3.13654, -2.82820], [-4.36930, -4.47409, -2.28989], [-2.03284, 1.92731, -2.53805], [-2.93125, 1.15754, -3.85838], [-1.44138, 0.35873, -3.21224], [-3.99746, 0.67777, -1.60155], [-2.51694, -0.17135, -1.14297], [-4.32180, -5.16575, -3.10129], [-5.36253, -4.47391, -1.87920], [-3.61930, -4.72366, -1.56533], [4.38753, -5.13904, -0.88158], [3.44126, -5.51046, 0.28891], [2.21337, -4.75957, 0.02639], [1.21086, -4.96835, 0.87571], [1.38940, -5.63199, 1.88923], [0.15695, -4.29826, 0.48549], [-1.03969, -4.69133, 1.16615], [4.45351, -4.06945, -0.91402], [3.97346, -5.46223, -1.82036], [5.29772, -5.73850, -0.71177], [3.80839, -5.20258, 1.26363], [3.18579, -6.56414, 0.30269], [-1.84384, -4.18491, 0.60356], [-1.07814, -4.32502, 2.19123], [-1.15184, -5.76230, 1.16711]],
  "lowdin_charge": [0.068, -0.425, 0.060, 0.056, 0.083, 0.106, 0.095, 0.070, -0.421, 0.034, 0.076, 0.097, 0.099, 0.105, 0.023, -0.446, 0.067, 0.053, 0.093, 0.053, 0.116, 0.069, -0.386, 0.042, 0.044, 0.079, 0.091, 0.089, -0.325, 0.649, -0.309, -0.216, -0.229, -0.237, -0.215, 0.116, 0.100, 0.117, 0.097, 0.107, 0.113, 0.095, 0.114, -0.059, -0.209, 0.048, -0.653, 0.100, 0.009, -0.007, 0.090, 0.067, 0.088, 0.126, 0.132, 0.093, 0.109, 0.042, -0.058, -0.209, 0.031, -0.569, 0.100, -0.004, -0.062, 0.088, 0.078, 0.083, 0.129, 0.116, 0.087, 0.106, 0.080, -0.056, -0.169, 0.045, -0.642, 0.084, 0.029, 0.016, 0.047, 0.101, 0.083, 0.126, 0.078, 0.086, 0.095, 0.079, -0.043, -0.177, 0.005, -0.623, 0.105, 0.002, -0.021, 0.036, 0.074, 0.090, 0.111, 0.122, 0.090, 0.096, 0.094],
  "charge": 0,
  "homo_ev": -10.08,
  "lumo_energy_ha": -0.00970,
  "smiles": "C[N+](=O)[O-].C[N+](=O)[O-].C[N+](=O)[O-].C[N+](=O)[O-].O=S1(=O)CCCC1.CCOC(=O)OC.CCOC(=O)OC.CCOC(=O)OC.CCOC(=O)OC",
  "energy_ev": -87560.414
}